[1]
A molecular structure, C35H26Br2N2P2RhS2 in a non-equilibrium geometry. Source: the Open Molecules 2025 dataset; level of theory: wB97M-V/def2-TZVPD.

The orbital gap (alpha / beta) comes out at 6.53 / 6.66 eV. The LUMO energy (alpha / beta) is -3.94 / -3.92 eV. The calculation puts the HOMO energy (alpha / beta) at -10.5 / -10.6 eV. Its multiplicity is 1. Its net charge is +1. For the total energy, the calculation gives -223033.186 eV.

```
70
Properties=species:S:1:pos:R:3:forces:R:3
Rh -1.577481 -0.487513 -0.142050 -0.407 -1.439 -1.812
S -0.588674 0.511509 -2.390251 -0.505 -0.476 1.497
P 0.435072 1.190803 -0.784188 0.890 0.536 0.437
C 0.297303 0.083321 0.574499 -0.705 -0.596 -1.560
P 1.061131 -1.506026 0.455982 0.785 0.263 0.463
S -0.180525 -2.752529 -0.524175 -0.732 1.504 0.443
C 2.713603 -1.547342 -0.307566 -0.461 -0.221 0.369
C 3.871663 -1.628003 0.456701 -0.047 -0.009 0.027
C 5.103211 -1.636648 -0.172617 0.121 0.006 0.014
C 5.176858 -1.559638 -1.554534 0.081 -0.100 0.008
C 4.018959 -1.515004 -2.317035 0.040 -0.054 -0.001
C 2.785416 -1.511357 -1.696234 -0.048 -0.090 0.067
C 1.246597 -1.883866 2.214801 0.067 -0.084 -0.372
C 1.843354 -0.876015 2.967260 -0.031 -0.121 0.013
C 1.933662 -1.002506 4.337716 0.068 0.083 -0.034
C 1.417476 -2.132895 4.953508 -0.022 -0.021 0.036
C 0.829267 -3.136951 4.201560 -0.018 -0.033 0.155
C 0.742755 -3.021578 2.823319 0.136 0.131 -0.114
C 2.151313 1.558650 -1.244179 -0.445 0.085 -0.027
C 3.033219 1.874904 -0.217848 -0.097 -0.003 -0.091
C 4.359428 2.120732 -0.512655 0.090 -0.010 0.069
C 4.798661 2.058916 -1.827947 -0.060 0.025 -0.077
C 3.910561 1.760800 -2.850205 0.035 0.096 -0.058
C 2.581400 1.503360 -2.562341 -0.098 0.171 0.204
C -0.225374 2.752533 -0.131382 0.138 -0.345 -0.363
C 0.288075 3.949044 -0.614385 -0.093 -0.106 0.016
C -0.177033 5.145472 -0.101272 0.019 0.075 0.011
C -1.150296 5.143718 0.885960 0.004 0.006 0.001
C -1.686096 3.947860 1.345180 -0.036 0.035 -0.018
C -1.222903 2.747349 0.836710 -0.092 -0.310 0.084
H 3.816178 -1.693913 1.533712 0.018 -0.020 0.025
H 6.003239 -1.714897 0.421608 0.049 0.037 -0.022
H 6.143722 -1.553236 -2.038207 0.033 -0.026 -0.043
H 4.074591 -1.486184 -3.395020 0.038 0.026 -0.082
H 1.871374 -1.480848 -2.275948 -0.009 -0.002 -0.070
H 2.221646 0.002471 2.461813 -0.007 0.136 0.087
H 2.390180 -0.214779 4.918395 0.035 0.010 0.094
H 1.472841 -2.220728 6.026941 -0.010 -0.069 0.125
H 0.428482 -4.007484 4.694890 -0.035 -0.143 0.062
H 0.292779 -3.798449 2.221602 -0.064 -0.077 -0.034
H 2.661663 1.933945 0.797396 0.084 0.016 0.120
H 5.048905 2.357882 0.282704 0.105 0.033 0.056
H 5.836338 2.248431 -2.057562 0.092 0.018 -0.012
H 4.251146 1.718454 -3.874090 0.068 0.011 -0.070
H 1.878679 1.259041 -3.347814 0.002 -0.053 -0.066
H 1.053440 3.929241 -1.377163 0.068 0.105 -0.031
H 0.234495 6.073684 -0.465084 0.006 0.138 0.000
H -1.483915 6.078706 1.306771 -0.089 0.115 0.033
H -2.452149 3.951840 2.106049 -0.052 0.016 0.070
H -1.623043 1.792040 1.197160 0.200 0.407 0.014
Br -6.304170 -5.387657 0.135038 0.251 0.311 0.015
C -5.072652 -3.957456 0.250088 0.104 -0.192 0.154
C -4.003281 -4.023657 1.138057 -0.462 -0.003 -0.258
C -3.114190 -2.968053 1.157442 0.038 -0.143 0.261
N -3.256984 -1.887928 0.399338 0.150 0.417 -0.187
C -4.320829 -1.792339 -0.423165 0.120 -0.765 0.353
C -5.237361 -2.833503 -0.541983 0.139 0.192 0.098
C -4.462293 -0.519733 -1.135483 -0.063 0.844 -0.424
C -5.508127 -0.242771 -2.012612 0.176 -0.063 0.164
C -5.617795 1.032016 -2.544092 0.111 0.286 -0.029
Br -7.025126 1.455430 -3.728519 0.225 -0.117 0.212
C -4.688996 2.006729 -2.191756 -0.427 -0.346 -0.098
C -3.651419 1.632045 -1.362953 0.037 0.300 -0.006
N -3.529786 0.411641 -0.853725 0.308 -0.281 0.187
H -3.887177 -4.870226 1.792918 0.123 -0.081 0.059
H -2.259583 -2.982110 1.820227 0.054 -0.011 -0.058
H -6.072032 -2.770289 -1.220401 -0.049 0.011 -0.017
H -6.224504 -1.000079 -2.281937 -0.094 -0.038 0.016
H -4.781112 3.018615 -2.551210 0.085 0.058 -0.051
H -2.893779 2.353008 -1.085755 0.066 -0.055 -0.038
```
Positions in Å, forces in eV/Å.


[2]
11 unconnected molecules or ions with the total composition C30H59N3O12S6 in a non-equilibrium geometry. Source: the Open Molecules 2025 dataset; level of theory: wB97M-V/def2-TZVPD.

The orbital gap comes out at 8.18 eV. The LUMO energy is -0.03 eV. The calculation puts the HOMO energy at -8.2 eV. Its multiplicity is 1. Its net charge is 0. For the total energy, the calculation gives -126111.727 eV.

```
110
Properties=species:S:1:pos:R:3:forces:R:3
N -3.138984 1.463912 -0.944871 -0.303 0.984 1.391
C -3.933951 2.055654 -1.887303 1.109 -0.581 -0.670
C -4.367324 3.270894 -1.439865 -0.168 -0.780 0.340
C -3.962998 3.327008 -0.085178 0.876 0.786 0.542
C -3.125386 2.252149 0.208652 -1.125 0.100 -1.527
H -2.571371 0.629309 -1.018238 -0.306 -0.021 -0.272
H -4.057941 1.570502 -2.838011 -0.014 0.029 -0.201
H -4.907889 3.999859 -2.022582 -0.257 -0.106 0.228
H -4.235790 4.166239 0.536681 0.274 -0.143 0.340
H -2.568764 1.949223 1.086143 -0.209 0.064 -0.120
N 4.783143 0.764579 -3.263247 0.314 -0.538 0.206
C 4.852513 1.952001 -2.645419 -0.215 1.798 -0.542
C 3.748657 2.708170 -3.029617 -0.207 -1.157 0.732
C 2.883203 1.805736 -3.762314 1.293 0.490 0.247
C 3.618742 0.646295 -3.942717 -1.180 0.018 -0.051
H 5.505581 0.086100 -3.130784 -0.072 -0.434 -0.294
H 5.737677 2.195986 -2.082884 -0.045 0.211 0.042
H 3.564854 3.733124 -2.734930 -0.123 -0.177 -0.047
H 1.867967 2.010861 -4.071515 0.242 -0.064 -0.318
H 3.370080 -0.250615 -4.480922 0.005 -0.087 0.002
N 0.119986 0.435846 -0.153783 -0.588 0.748 0.380
C -0.034577 0.565689 -1.495611 0.417 -1.724 -0.689
C -0.843681 -0.487658 -1.900228 -0.483 0.668 -0.712
C -1.365410 -1.091749 -0.751131 0.143 -0.374 0.958
C -0.766216 -0.481545 0.338640 0.372 -0.586 -0.481
H 0.802096 0.975135 0.394957 -0.502 0.113 0.155
H 0.511292 1.254510 -2.121657 0.207 0.007 0.323
H -1.159398 -0.763862 -2.892568 0.133 0.283 -0.187
H -2.092699 -1.886670 -0.696562 0.022 -0.059 -0.074
H -0.863831 -0.726694 1.387002 0.187 0.328 -0.038
C 1.254858 -3.606325 0.976040 0.210 -0.132 0.324
S 2.154546 -3.625873 2.548883 -0.404 -1.406 -0.147
O 2.727177 -5.022520 2.669313 -0.672 1.300 0.171
C 0.696996 -3.501632 3.645178 0.218 -0.358 0.459
H 0.469910 -4.351045 0.827982 0.100 -0.164 0.555
H 2.061185 -3.879755 0.297149 -0.143 0.538 -0.429
H 0.805962 -2.616272 0.877294 0.350 0.097 -0.450
H 0.271894 -2.495783 3.642463 0.221 0.065 -0.166
H 1.118161 -3.714421 4.629630 -0.078 0.134 0.082
H -0.088699 -4.239859 3.469342 0.256 -0.073 -0.325
C -0.578758 4.082149 -2.187299 0.609 0.090 -0.199
S -0.833917 5.770972 -1.453276 1.102 0.520 -0.214
O 0.415457 6.637754 -1.608793 -1.124 -1.370 0.055
C -1.986072 6.382178 -2.692340 -0.348 -0.474 0.312
H -0.375818 3.382983 -1.377158 -0.550 0.010 0.146
H 0.328159 4.019996 -2.800908 -0.049 0.680 -0.033
H -1.404147 3.744169 -2.825338 -0.124 0.165 0.543
H -2.979212 6.007545 -2.449178 -0.025 -0.272 0.015
H -1.676968 5.988279 -3.654852 0.015 0.477 -0.254
H -2.038184 7.462768 -2.594115 0.379 0.031 -0.249
C 0.415932 3.866503 2.542234 0.761 -0.977 -0.903
S 2.029525 3.175845 1.920573 -0.625 -0.770 -0.711
O 1.759896 1.762154 1.387201 0.586 1.558 1.010
C 2.272513 4.141278 0.427212 0.190 0.376 0.205
H 0.409889 4.952484 2.556800 0.278 0.005 0.302
H 0.344041 3.360441 3.500455 -0.318 0.356 0.178
H -0.373446 3.516349 1.877555 0.018 -0.092 -0.036
H 3.256520 3.919200 0.008969 -0.083 -0.264 0.157
H 2.283174 5.195337 0.703583 -0.237 0.088 -0.147
H 1.511286 3.908057 -0.315224 -0.081 0.082 0.158
C -3.645325 -1.804113 -3.870146 -0.719 -0.702 0.060
S -4.706250 -3.347138 -3.959513 1.084 -0.541 -1.007
O -4.418998 -4.028006 -5.291541 -0.321 1.032 1.218
C -3.741206 -4.344670 -2.769245 -0.031 -0.141 -0.191
H -4.096098 -0.954256 -4.384491 -0.183 -0.409 -0.367
H -2.705651 -2.102990 -4.332887 0.139 0.184 0.258
H -3.597784 -1.493011 -2.826381 0.385 -0.302 0.104
H -3.982020 -4.064611 -1.744357 0.107 0.133 0.003
H -2.670922 -4.338930 -2.978361 -0.002 0.543 0.040
H -4.009313 -5.391939 -2.926871 -0.481 0.209 -0.063
C -2.777845 -3.292254 2.149455 0.561 -0.095 -0.637
S -3.866625 -1.823073 2.164377 -0.103 -1.850 0.469
O -5.032161 -2.328632 1.373107 0.091 0.674 0.547
C -4.197068 -2.039378 3.980799 -0.786 -0.547 0.010
H -3.210793 -4.225728 2.521099 -0.457 0.549 0.472
H -1.836000 -3.085461 2.650176 0.059 0.057 0.082
H -2.574405 -3.554483 1.109277 0.152 0.518 -0.146
H -5.166714 -1.633447 4.266844 0.120 0.614 -0.305
H -3.416969 -1.663843 4.643900 0.120 0.249 -0.388
H -4.334727 -3.102073 4.184391 0.260 -0.117 -0.225
C 3.671489 -0.085224 -0.182200 0.092 -0.463 0.021
S 3.984412 -0.386483 1.599059 1.660 -1.177 -0.551
O 4.747517 -1.732969 1.635193 -1.183 2.252 -0.143
C 5.326542 0.918836 1.659889 -0.178 -0.354 0.114
H 2.791878 -0.589214 -0.583145 -0.150 -0.171 0.518
H 4.542596 -0.561053 -0.638603 0.059 0.322 -0.125
H 3.556522 0.969853 -0.415901 0.236 0.025 0.090
H 5.631613 1.063690 2.694848 -0.128 -0.120 0.044
H 5.053706 1.885760 1.231843 -0.391 -0.178 0.062
H 6.181706 0.533426 1.105634 -0.095 -0.239 -0.055
C -0.221568 -0.182378 7.180043 -0.644 0.245 -0.900
C 1.063650 -0.704634 6.625565 1.237 -0.405 0.078
O 1.102599 -0.298349 5.262751 -0.425 0.368 -0.968
C -0.072004 0.288671 4.881287 -0.083 0.087 -1.715
O -0.369008 0.591826 3.708210 0.866 -0.906 4.399
O -0.824080 0.454008 6.008178 -0.489 -0.082 -0.455
H -0.144356 0.554012 7.970360 0.071 0.148 -0.036
H -0.800712 -1.037730 7.517747 -0.604 0.317 -0.071
H 1.114823 -1.790924 6.668342 -0.067 -0.068 -0.167
H 1.941312 -0.340081 7.153926 0.105 0.245 -0.197
C 1.349732 -2.724541 -3.840071 0.613 0.196 -0.079
C 2.320403 -3.125716 -2.730757 0.138 -0.032 0.189
O 1.762964 -4.348060 -2.274908 -1.159 -0.190 -0.265
C 0.407505 -4.253952 -2.469558 -0.381 -1.159 1.789
O -0.370045 -4.920367 -1.812239 0.962 1.426 -1.858
O 0.126791 -3.300382 -3.396579 -0.372 -0.707 0.737
H 1.603973 -3.163023 -4.805923 0.093 -0.036 0.019
H 1.230816 -1.648102 -3.951100 -0.105 -0.034 0.139
H 2.309595 -2.464336 -1.861275 0.010 0.412 -0.281
H 3.345049 -3.337487 -3.009707 0.094 0.203 -0.340
```
Positions in Å, forces in eV/Å.